Record 1
{"formula": "C4H9FN2O2", "method": "ωB97M-V/def2-TZVPD", "species": ["O", "N", "O", "N", "F", "H", "C", "C", "C", "C", "H", "H", "H", "H", "H", "H", "H", "H"], "coordinates": [[2.38, -0.68, 0.54], [2.05, 0.22, 1.24], [1.74, -0.05, 2.54], [1.86, 1.40, 0.89], [2.22, 1.53, -0.46], [1.36, 0.60, 3.08], [-1.95, 1.20, 0.13], [-1.03, 0.44, -0.69], [-1.02, -0.91, -0.75], [0.02, -1.79, -1.43], [-2.50, 0.48, 0.64], [-1.47, 1.79, 0.81], [-2.64, 1.84, -0.45], [-0.17, 1.03, -1.18], [-1.70, -1.30, -0.01], [-0.04, -2.82, -1.31], [-0.02, -1.54, -2.55], [0.93, -1.43, -1.05]], "mulliken_charge": [-0.63, 1.29, -0.48, -0.42, -0.15, 0.39, -1.28, 0.12, -0.22, -0.85, 0.39, 0.33, 0.27, 0.30, 0.22, 0.35, 0.23, 0.14], "energy_ev": -14079.327, "e_lumo_ev": 0.37, "smiles": "[O-]/[N+](O)=N\\F.C/C=C/C", "e_above_lowest_kcal_mol": 91.1}

=====

Record 2
{"formula": "C4H9FN3", "method": "ωB97M-V/def2-TZVPD", "species": ["C", "C", "N", "C", "N", "F", "N", "C", "H", "H", "H", "H", "H", "H", "H", "H", "H"], "coordinates": [[-1.71, 1.59, -0.36], [-0.86, 0.56, 0.44], [0.56, 0.36, 0.15], [1.96, 0.52, 0.23], [2.86, -0.24, -0.37], [4.18, -0.06, -0.02], [-0.34, -0.59, -0.31], [-0.38, -1.99, 0.22], [-2.10, 1.01, -1.09], [-1.03, 2.28, -0.90], [-2.29, 2.16, 0.25], [-1.24, 0.37, 1.43], [2.30, 1.44, 0.67], [-0.59, -0.66, -1.35], [-1.43, -2.17, 0.42], [0.11, -2.59, -0.61], [-0.01, -2.00, 1.20]], "mulliken_charge": [-1.25, 0.27, -0.17, 0.01, -0.27, -0.11, 0.02, -0.89, 0.33, 0.37, 0.38, 0.41, 0.40, 0.43, 0.43, 0.30, 0.36], "total_charge": 1, "energy_ev": -11468.618, "e_lumo_ev": -3.43, "smiles": "C[C@@H]1N(/C=N/F)[N@H+]1C", "e_above_lowest_kcal_mol": 145.0}

=====

Record 3
{"formula": "C4H9FN3", "method": "ωB97M-V/def2-TZVPD", "species": ["C", "C", "C", "C", "N", "N", "N", "F", "H", "H", "H", "H", "H", "H", "H", "H", "H"], "coordinates": [[-0.25, 0.16, -1.32], [-2.51, -0.26, -0.89], [-1.14, 0.16, 0.96], [2.53, -0.06, 0.86], [-1.30, -0.03, -0.45], [1.31, -0.24, 0.24], [1.00, 0.19, -0.89], [-3.48, -0.34, 0.01], [-0.31, 0.40, -2.33], [-2.82, -0.55, -1.89], [-1.39, -0.87, 1.47], [-0.17, 0.39, 1.21], [-1.87, 0.83, 1.40], [3.40, 0.20, 0.19], [2.46, 0.67, 1.69], [2.86, -1.10, 1.26], [1.67, 0.43, -1.52]], "mulliken_charge": [-0.23, 0.14, -0.85, -0.75, 0.16, -0.59, 0.33, -0.16, 0.41, 0.34, 0.34, 0.34, 0.40, 0.35, 0.27, 0.26, 0.25], "total_charge": 1, "energy_ev": -11470.620, "e_lumo_ev": [-4.94, -4.84], "e_above_lowest_kcal_mol": 98.8}

=====

Record 4
{"formula": "C4H9FO2", "method": "ωB97M-V/def2-TZVPD", "species": ["C", "C", "C", "C", "O", "O", "F", "H", "H", "H", "H", "H", "H", "H", "H", "H"], "coordinates": [[1.86, -0.31, 0.04], [-2.07, 0.44, -0.11], [0.51, 0.10, 0.67], [-0.57, 0.31, -0.43], [0.48, 1.24, 1.44], [-0.19, -1.74, -1.17], [-0.24, 1.03, -1.44], [2.56, -0.21, 0.82], [1.78, -1.38, -0.24], [2.02, 0.33, -0.76], [-2.46, -0.62, 0.27], [-2.78, 0.68, -0.97], [-2.22, 1.20, 0.71], [0.00, -0.75, 1.18], [1.22, 1.24, 2.08], [0.10, -1.57, -2.09]], "mulliken_charge": [-1.19, -1.13, 0.33, 0.62, -0.54, -0.71, -0.19, 0.44, 0.31, 0.32, 0.29, 0.34, 0.29, 0.21, 0.36, 0.25], "energy_ev": -11103.066, "e_lumo_ev": [0.18, 0.18], "e_above_lowest_kcal_mol": 67.9}

=====

Record 5
{"formula": "C4H9I2N2", "method": "ωB97M-V/def2-TZVPD", "species": ["C", "C", "C", "C", "N", "N", "I", "I", "H", "H", "H", "H", "H", "H", "H", "H", "H"], "coordinates": [[0.90, 0.47, -1.82], [-2.48, -1.17, -0.34], [1.64, 1.41, 0.26], [1.40, 0.42, 1.34], [1.62, 1.31, -1.04], [-2.52, -1.70, 0.92], [0.19, -1.46, -1.18], [-3.17, 0.80, -0.45], [1.16, 0.41, -2.84], [-2.62, -1.80, -1.24], [2.13, 2.37, 0.45], [2.27, -0.34, 1.33], [0.36, 0.05, 1.21], [1.39, 0.96, 2.26], [2.04, 2.13, -1.65], [-2.29, -1.20, 1.71], [-2.01, -2.65, 1.08]], "mulliken_charge": [-0.39, -0.73, 0.17, -0.95, -0.15, -0.41, 0.22, 0.04, 0.46, 0.61, 0.41, 0.32, 0.25, 0.32, 0.36, 0.23, 0.24], "total_charge": 1, "energy_ev": -23463.565, "multiplicity": 3, "e_lumo_ev": [-4.57, -5.97], "e_above_lowest_kcal_mol": 11.2}

=====

Record 6
{"formula": "C4H9IInO5S2", "method": "ωB97M-V/def2-TZVPD", "species": ["C", "S", "O", "O", "O", "S", "O", "O", "C", "C", "C", "I", "H", "H", "H", "H", "H", "H", "H", "H", "H", "In"], "coordinates": [[3.05, -1.03, 0.50], [2.74, -0.29, -1.04], [3.64, 0.77, -1.36], [2.68, -1.26, -2.09], [1.22, 0.27, -1.02], [0.89, 1.79, -0.25], [1.73, 1.82, 0.89], [-0.61, 1.57, 0.17], [-1.01, 0.53, 1.11], [-2.23, -0.23, 0.56], [-2.18, -0.53, -0.95], [-3.69, 0.48, -2.09], [3.97, -1.60, 0.38], [2.21, -1.69, 0.70], [3.12, -0.28, 1.28], [-0.20, -0.16, 1.33], [-1.27, 1.01, 2.04], [-2.30, -1.15, 1.13], [-3.14, 0.36, 0.76], [-2.28, -1.59, -1.18], [-1.26, -0.15, -1.40], [-5.08, 1.34, 0.53]], "mulliken_charge": [-0.81, 1.16, -0.36, -0.34, -0.24, 0.82, -0.32, -0.13, -0.56, 0.41, -0.41, 0.53, 0.41, 0.34, 0.40, 0.29, 0.42, 0.41, -0.59, 0.50, 0.19, 0.90], "total_charge": 3, "energy_ev": -49436.186, "e_lumo_ev": -17.95}

=====

Record 7
{"formula": "C4H9IN", "method": "ωB97M-V/def2-TZVPD", "species": ["C", "C", "C", "C", "N", "I", "H", "H", "H", "H", "H", "H", "H", "H", "H"], "coordinates": [[-2.67, 1.61, 0.41], [0.66, -2.16, 0.04], [-1.37, 1.52, 0.35], [1.75, -2.09, 0.78], [1.04, 0.82, -1.06], [-1.11, -0.75, -0.15], [-3.22, 2.48, 0.78], [-3.35, 0.81, 0.17], [0.31, -2.86, -0.62], [-0.52, 2.04, 0.59], [2.18, -1.27, 1.41], [2.48, -2.91, 0.73], [0.77, 1.77, -1.11], [1.32, 0.45, -1.94], [1.73, 0.54, -0.39]], "mulliken_charge": [-0.69, -0.35, -0.07, -0.44, -0.66, 0.52, 0.25, 0.18, 0.42, 0.57, 0.30, 0.23, 0.24, 0.24, 0.26], "total_charge": 1, "energy_ev": -13873.094, "e_lumo_ev": -5.24, "e_above_lowest_kcal_mol": 110.9}

=====

Record 8
{"formula": "C4H9INO", "method": "ωB97M-V/def2-TZVPD", "species": ["C", "C", "C", "C", "N", "O", "I", "H", "H", "H", "H", "H", "H", "H", "H", "H"], "coordinates": [[0.16, -1.46, 0.40], [0.18, 0.97, 1.34], [1.20, 0.19, -1.76], [-0.29, -0.12, 0.47], [-1.68, 0.07, -0.02], [-0.64, -2.22, -0.07], [2.09, -1.86, 1.08], [-0.18, 1.98, 1.10], [1.22, 1.05, 1.35], [-0.18, 0.68, 2.30], [1.90, 0.70, -1.26], [0.66, 0.78, -2.51], [1.33, -0.87, -1.96], [-2.39, 0.23, 0.76], [-1.68, -0.89, -0.46], [-1.70, 0.77, -0.76]], "mulliken_charge": [0.51, -1.50, -0.85, -0.15, -0.12, -0.59, 0.23, 0.39, 0.43, 0.42, 0.38, 0.37, 0.34, 0.33, 0.41, 0.37], "total_charge": 1, "energy_ev": -15921.536, "e_lumo_ev": [-4.74, -5.94], "e_above_lowest_kcal_mol": 78.6}

=====

Record 9
{"formula": "C4H9INO", "method": "ωB97M-V/def2-TZVPD", "species": ["C", "C", "C", "C", "N", "O", "I", "H", "H", "H", "H", "H", "H", "H", "H", "H"], "coordinates": [[-0.95, -1.61, 0.13], [-1.40, -0.29, 0.77], [-0.11, -0.78, -0.85], [-0.44, 1.67, -0.43], [-0.61, 0.42, -0.21], [-1.03, 2.56, 0.32], [4.54, -0.18, 0.13], [-0.37, -2.26, 0.78], [-1.75, -2.18, -0.33], [-2.46, -0.06, 0.71], [-1.06, -0.12, 1.80], [0.97, -0.89, -0.77], [-0.40, -0.84, -1.90], [0.22, 1.97, -1.24], [5.65, -0.89, 0.98], [-0.82, 3.48, 0.11]], "mulliken_charge": [-0.39, -0.50, -0.49, 0.17, 0.17, -0.40, -0.10, 0.28, 0.26, 0.31, 0.31, 0.18, 0.31, 0.38, 0.12, 0.39], "total_charge": 1, "energy_ev": -15924.529, "e_lumo_ev": -3.93, "e_above_lowest_kcal_mol": 9.6}

=====

Record 10
{"formula": "C4H9INO", "method": "ωB97M-V/def2-TZVPD", "species": ["C", "C", "C", "C", "N", "O", "I", "H", "H", "H", "H", "H", "H", "H", "H", "H"], "coordinates": [[0.94, -1.56, 0.57], [-0.35, -0.50, -1.27], [-0.66, 0.30, 1.29], [0.22, -0.34, 0.15], [1.43, 0.71, 0.08], [2.07, -1.87, 0.49], [-0.73, -4.37, 0.05], [0.39, -1.12, -1.91], [-0.53, 0.47, -1.60], [-1.24, -1.23, -1.27], [-1.22, 1.25, 1.09], [-0.08, 0.43, 2.21], [-1.44, -0.36, 1.56], [1.87, 0.57, 0.92], [1.06, 1.74, -0.06], [1.96, 0.24, -0.77]], "mulliken_charge": [-0.16, -1.28, -1.42, 0.99, -0.40, -0.31, 0.08, 0.37, 0.44, 0.33, 0.38, 0.44, 0.42, 0.33, 0.38, 0.42], "total_charge": 1, "energy_ev": -15922.147, "e_lumo_ev": [-4.94, -5.92], "e_above_lowest_kcal_mol": 64.5}

=====

Record 11
{"formula": "C4H9MgNaO4", "method": "ωB97M-V/def2-TZVPD", "species": ["O", "Mg", "O", "C", "O", "C", "C", "O", "C", "Na", "H", "H", "H", "H", "H", "H", "H", "H", "H"], "coordinates": [[1.65, 1.69, -1.30], [2.33, -0.08, -1.06], [3.07, -1.09, 0.42], [2.06, -1.45, 1.24], [0.82, -0.78, 0.96], [0.31, -1.00, -0.41], [-1.10, -0.49, -0.35], [-1.13, 0.93, -0.20], [-2.43, 1.47, -0.10], [0.81, 1.63, 0.82], [2.27, -1.17, 2.29], [1.83, -2.55, 1.19], [0.22, -2.10, -0.54], [0.85, 1.78, -1.99], [-1.63, -0.89, 0.53], [-1.61, -0.76, -1.29], [-2.33, 2.56, -0.01], [-3.03, 1.24, -1.00], [-2.94, 1.08, 0.80]], "mulliken_charge": [-0.90, 0.84, -0.80, -0.11, -0.42, -0.51, -0.61, -0.22, -0.79, 0.99, 0.23, 0.28, 0.29, 0.25, 0.27, 0.37, 0.24, 0.27, 0.32], "energy_ev": -22345.478, "e_lumo_ev": -0.34, "e_above_lowest_kcal_mol": 0.0}

=====

Record 12
{"formula": "C4H9N", "method": "ωB97M-V/def2-TZVPD", "species": ["C", "N", "H", "H", "H", "C", "C", "C", "H", "H", "H", "H", "H", "H"], "coordinates": [[-2.10, 0.72, 0.84], [-2.83, -0.38, 1.15], [-2.46, 1.34, 0.02], [-1.10, 0.92, 1.24], [-2.25, -1.01, 1.72], [0.64, -1.15, -0.80], [1.50, -0.15, -0.10], [1.66, 1.11, -0.48], [-0.20, -1.48, -0.18], [1.22, -2.04, -1.08], [0.20, -0.67, -1.67], [2.14, -0.46, 0.73], [2.43, 1.72, -0.04], [1.16, 1.52, -1.35]], "mulliken_charge": [-0.66, -0.72, 0.13, 0.26, 0.09, -0.90, 0.05, -0.74, 0.17, 0.31, 0.25, 0.27, 0.25, 0.26], "total_charge": -1, "energy_ev": -5780.927, "multiplicity": 2, "e_lumo_ev": [3.98, 3.93], "e_above_lowest_kcal_mol": 29.1}

=====

Record 13
{"formula": "C4H9N", "method": "ωB97M-V/def2-TZVPD", "species": ["C", "C", "C", "N", "C", "H", "H", "H", "H", "H", "H", "H", "H", "H"], "coordinates": [[0.72, -1.83, -0.34], [0.64, -0.12, 0.39], [0.72, 0.70, -0.86], [-0.44, 0.62, -0.01], [-1.49, 1.40, 0.59], [1.74, -2.22, -0.55], [0.36, -2.28, 0.56], [0.08, -2.26, -1.16], [1.07, -0.09, 1.40], [0.81, -0.40, -1.32], [1.18, 1.70, -0.94], [-1.14, 2.18, 1.27], [-2.10, 1.87, -0.19], [-2.15, 0.72, 1.16]], "mulliken_charge": [-1.25, -0.19, -0.55, -0.07, -0.74, 0.32, 0.35, 0.34, 0.37, 0.24, 0.33, 0.29, 0.28, 0.27], "energy_ev": -5778.774, "e_lumo_ev": 1.08, "smiles": "C[C@H]1CN1C", "e_above_lowest_kcal_mol": 116.2}

=====

Record 14
{"formula": "C4H9N", "method": "ωB97M-V/def2-TZVPD", "species": ["C", "C", "C", "N", "C", "H", "H", "H", "H", "H", "H", "H", "H", "H"], "coordinates": [[0.85, -1.31, 1.18], [0.21, -0.08, 0.58], [0.88, 0.63, -0.53], [-0.32, -0.16, -0.77], [-1.51, 0.63, -1.04], [1.73, -1.03, 1.76], [0.16, -1.86, 1.83], [1.17, -1.99, 0.38], [-0.35, 0.55, 1.28], [1.80, 0.23, -0.95], [0.78, 1.72, -0.58], [-1.64, 1.48, -0.35], [-1.44, 1.03, -2.06], [-2.40, 0.00, -0.99]], "mulliken_charge": [-1.37, 0.35, -0.49, -0.36, -0.82, 0.29, 0.32, 0.33, 0.34, 0.23, 0.29, 0.32, 0.29, 0.27], "energy_ev": -5782.810, "e_lumo_ev": 1.28, "smiles": "C[C@H]1CN1C", "e_above_lowest_kcal_mol": 23.1}

=====

Record 15
{"formula": "C4H9N", "method": "ωB97M-V/def2-TZVPD", "species": ["C", "C", "C", "C", "N", "H", "H", "H", "H", "H", "H", "H", "H", "H"], "coordinates": [[-0.43, -1.35, -0.03], [-0.27, 0.16, 0.03], [-1.49, 0.93, -0.48], [0.92, 0.75, 0.19], [2.16, 0.16, 0.47], [0.40, -1.75, -0.62], [-0.21, -1.92, 0.88], [-1.36, -1.68, -0.48], [-2.30, 0.62, 0.18], [-1.27, 2.00, -0.43], [-1.54, 0.66, -1.53], [0.84, 1.83, 0.02], [2.43, 0.42, 1.40], [2.12, -0.84, 0.41]], "mulliken_charge": [-1.43, 0.85, -1.27, -0.30, -0.61, 0.34, 0.35, 0.33, 0.32, 0.37, 0.30, 0.27, 0.25, 0.23], "energy_ev": -5783.167, "e_lumo_ev": 1.05, "smiles": "CC(C)=CN", "e_above_lowest_kcal_mol": 14.9}

=====

Record 16
{"formula": "C4H9N", "method": "ωB97M-V/def2-TZVPD", "species": ["C", "C", "C", "H", "H", "H", "H", "H", "H", "C", "N", "H", "H", "H"], "coordinates": [[1.22, -0.05, -0.86], [-0.15, -0.55, 0.33], [-0.98, -1.37, -0.40], [0.57, -0.91, 1.05], [0.80, 0.40, -1.75], [2.04, 0.54, -0.46], [1.55, -1.07, -1.02], [-0.62, -2.00, -1.20], [-2.05, -1.26, -0.36], [-0.79, 0.85, 0.89], [0.14, 1.75, 0.33], [0.92, 1.86, 0.98], [-0.86, 0.81, 1.98], [-1.79, 0.98, 0.47]], "mulliken_charge": [-1.23, 0.17, -0.92, 0.31, 0.31, 0.37, 0.45, 0.32, 0.30, -0.39, -0.58, 0.26, 0.26, 0.36], "energy_ev": -5778.822, "e_lumo_ev": [0.19, 0.02], "e_above_lowest_kcal_mol": 115.1}

=====

Record 17
{"formula": "C4H9N", "method": "ωB97M-V/def2-TZVPD", "species": ["C", "C", "C", "C", "N", "H", "H", "H", "H", "H", "H", "H", "H", "H"], "coordinates": [[-1.47, 0.17, 0.40], [-0.54, 0.27, -0.78], [0.53, -1.04, -0.43], [1.47, 0.05, 0.15], [0.61, 1.09, -0.45], [-0.96, -0.13, 1.35], [-2.38, -0.48, 0.54], [-1.82, 1.33, 0.60], [-1.08, 0.25, -1.69], [0.10, -1.77, 0.30], [1.21, -1.74, -1.11], [2.43, -0.06, -0.28], [1.45, 0.05, 1.34], [0.45, 2.01, 0.09]], "mulliken_charge": [-1.12, 0.16, -0.69, -0.28, -0.46, 0.27, 0.33, 0.22, 0.33, 0.24, 0.24, 0.29, 0.19, 0.27], "energy_ev": -5781.200, "e_lumo_ev": 1.16, "smiles": "C[C@@H]1CCN1", "e_above_lowest_kcal_mol": 60.2}

=====

Record 18
{"formula": "C4H9N", "method": "ωB97M-V/def2-TZVPD", "species": ["C", "C", "C", "C", "N", "H", "H", "H", "H", "H", "H", "H", "H", "H"], "coordinates": [[0.52, -0.22, -2.49], [-0.11, 0.18, -1.39], [0.14, -0.45, -0.04], [-0.28, 0.56, 1.06], [-0.23, -0.02, 2.44], [1.35, -0.92, -2.45], [0.33, 0.34, -3.41], [-0.41, 1.24, -1.39], [1.23, -0.55, 0.09], [-0.34, -1.44, 0.02], [0.33, 1.46, 1.07], [-1.32, 0.77, 0.83], [0.09, -0.98, 2.49], [-1.17, 0.04, 2.80]], "mulliken_charge": [-0.66, -0.32, -0.29, -0.58, -0.57, 0.25, 0.26, 0.27, 0.28, 0.31, 0.26, 0.33, 0.23, 0.23], "energy_ev": -5782.544, "e_lumo_ev": 1.19, "smiles": "C=CCCN", "e_above_lowest_kcal_mol": 29.2}

=====

Record 19
{"formula": "C4H9N", "method": "ωB97M-V/def2-TZVPD", "species": ["C", "C", "C", "N", "C", "H", "H", "H", "H", "H", "H", "H", "H", "H"], "coordinates": [[-0.54, 1.36, -0.58], [-0.42, 0.00, -0.34], [-0.74, -1.03, -1.43], [0.09, -0.54, 0.87], [0.95, 0.25, 1.62], [-0.56, 1.69, -1.64], [-0.62, 2.11, 0.25], [-1.57, -0.75, -2.07], [-0.74, -2.05, -1.02], [0.10, -1.00, -2.02], [0.41, -1.46, 0.69], [0.68, 1.29, 1.67], [2.03, 0.33, 1.31], [0.92, -0.20, 2.67]], "mulliken_charge": [-0.94, 0.88, -1.39, -0.27, -0.88, 0.21, 0.29, 0.36, 0.32, 0.38, 0.21, 0.30, 0.27, 0.27], "energy_ev": -5782.533, "e_lumo_ev": 1.08, "smiles": "C=C(C)NC", "e_above_lowest_kcal_mol": 29.5}

=====

Record 20
{"formula": "C4H9N", "method": "ωB97M-V/def2-TZVPD", "species": ["C", "C", "N", "C", "C", "H", "H", "H", "H", "H", "H", "H", "H", "H"], "coordinates": [[1.02, 0.46, 2.18], [0.78, 0.74, 0.89], [-0.29, 0.21, 0.20], [-0.33, 0.07, -1.23], [-1.01, -1.25, -1.71], [1.69, 1.02, 2.81], [0.59, -0.41, 2.67], [1.51, 1.23, 0.25], [-1.13, 0.05, 0.70], [0.70, -0.12, -1.52], [-0.77, 0.91, -1.76], [-1.95, -1.06, -2.20], [-1.16, -1.98, -0.91], [-0.33, -1.74, -2.40]], "mulliken_charge": [-0.83, -0.05, -0.26, -0.26, -1.10, 0.24, 0.25, 0.33, 0.22, 0.26, 0.27, 0.29, 0.35, 0.29], "energy_ev": -5782.704, "e_lumo_ev": 1.19, "smiles": "C=CNCC", "e_above_lowest_kcal_mol": 25.6}